This record from the Open Molecules 2025 dataset describes 19 unconnected molecules or ions with the total composition C76H133N19 at a distorted geometry. The level of theory is ωB97M-V/def2-TZVPD.

XYZ file:
```
228
Properties=species:S:1:pos:R:3:forces:R:3:lowdin_charge:R:1
C 8.30126 -0.07866 4.05029 0.578 0.651 0.497 -0.100
C 8.87493 -0.04785 2.63104 -0.118 -0.471 0.333 -0.248
C 8.48138 1.18760 1.84012 -0.297 0.627 -0.002 -0.190
C 7.04715 1.31737 1.69162 1.208 -0.288 0.557 -0.226
N 5.91669 1.37711 1.63004 -2.068 0.075 -0.247 0.212
H 7.21938 -0.15573 4.04426 -0.208 -0.309 -0.070 0.051
H 8.50072 0.88085 4.55810 0.104 -0.250 -0.120 0.080
H 8.73351 -0.86832 4.69462 -0.330 0.268 -0.556 0.078
H 8.53708 -0.94258 2.11598 -0.040 -0.143 -0.273 0.099
H 9.95838 -0.09583 2.63051 0.215 0.016 0.167 0.108
H 8.81116 1.17563 0.80154 0.692 0.089 0.135 0.123
H 8.79166 2.11872 2.34834 0.247 -0.382 -0.437 0.116
C 1.79589 4.95243 -3.25895 -0.898 -0.508 0.194 -0.103
C 0.66422 5.80226 -2.68830 0.069 1.340 0.177 -0.250
C -0.74158 5.38958 -3.19978 0.949 -0.600 1.416 -0.161
C -0.95221 3.98810 -2.76691 -0.929 -1.332 0.038 -0.177
N -1.17507 2.89250 -2.43861 0.483 1.805 -0.446 0.197
H 1.66463 4.76049 -4.34053 0.267 0.358 0.426 0.087
H 1.64696 4.00284 -2.76358 0.477 -0.678 -0.007 0.039
H 2.78877 5.31818 -3.00325 -0.076 0.104 -0.181 0.066
H 0.83910 6.85556 -2.93671 -0.267 -0.051 -0.232 0.107
H 0.64950 5.82983 -1.56980 0.065 -0.459 -0.799 0.105
H -0.85526 5.47099 -4.26113 0.105 -0.105 -0.689 0.113
H -1.49115 6.00296 -2.71307 -0.210 0.013 0.089 0.073
C 4.26118 -1.63660 3.17072 -0.926 0.705 -0.093 -0.111
C 5.23069 -2.48231 2.43599 1.059 -0.595 0.267 -0.262
C 5.62607 -3.76153 3.20857 -1.008 0.031 -0.427 -0.178
C 6.28448 -3.52499 4.46053 0.234 0.253 -0.541 -0.252
N 6.82591 -3.25777 5.42586 0.549 0.206 1.178 0.155
H 3.33844 -2.20332 3.30711 -0.155 0.123 0.272 0.056
H 4.01831 -0.76153 2.54935 0.084 -0.097 0.332 0.060
H 4.62342 -1.30225 4.14846 0.001 -0.021 -0.140 0.086
H 6.12710 -1.89138 2.17570 -0.180 -0.395 0.087 0.100
H 4.81550 -2.88175 1.52234 -0.064 0.370 -0.365 0.058
H 6.25458 -4.31247 2.52778 0.273 -0.625 0.093 0.117
H 4.72830 -4.35818 3.48031 0.348 0.227 -0.569 0.129
C -4.23222 -6.59817 -3.03281 -0.273 1.103 0.768 -0.110
C -2.77997 -6.99541 -3.05080 0.692 -1.420 -0.362 -0.258
C -1.75359 -6.01658 -2.43116 -0.936 -0.493 -0.142 -0.167
C -1.82014 -4.71974 -3.04759 0.268 1.251 -0.320 -0.217
N -1.80829 -3.66075 -3.49909 -0.119 -0.397 -0.001 0.218
H -4.91453 -7.40689 -3.29330 0.238 -0.072 -0.083 0.077
H -4.43804 -5.74207 -3.69934 0.107 -0.324 0.215 0.071
H -4.46556 -6.28022 -2.00929 -0.329 0.064 -0.126 0.069
H -2.55218 -7.27443 -4.08001 0.532 0.255 -0.076 0.110
H -2.64217 -7.93520 -2.49524 -0.166 0.196 -0.034 0.113
H -0.71474 -6.35150 -2.50309 -0.234 -0.239 0.076 0.118
H -2.04134 -5.88752 -1.38565 0.257 0.055 0.133 0.115
C -7.72154 -5.60852 2.00021 -0.267 0.534 -0.555 -0.100
C -7.59025 -4.18444 1.43523 -0.400 0.145 0.450 -0.254
C -6.34034 -3.43626 1.93286 -0.499 0.563 0.617 -0.188
C -6.20946 -2.14303 1.23619 0.080 0.086 -0.047 -0.208
N -6.10022 -1.16159 0.64117 -0.112 -0.418 0.244 0.192
H -7.02880 -6.27779 1.48215 0.206 0.058 0.476 0.075
H -8.71937 -6.00454 1.77248 0.138 0.166 0.211 0.074
H -7.58560 -5.57145 3.08162 0.134 -0.405 -0.050 0.073
H -8.42831 -3.55096 1.80377 0.223 -0.539 -0.531 0.120
H -7.62049 -4.22777 0.34769 -0.010 0.198 -0.050 0.100
H -5.39084 -3.94052 1.79360 0.048 -0.333 -0.026 0.066
H -6.50785 -3.24397 3.02306 0.454 -0.035 -0.771 0.137
C 3.82457 1.35667 -4.75746 0.357 -0.605 0.638 -0.119
C 3.69745 1.06714 -6.23950 -0.284 -0.038 0.382 -0.257
C 5.02639 0.59060 -6.80939 0.553 -0.233 -0.533 -0.197
C 4.95620 0.25414 -8.24037 -0.101 0.270 0.662 -0.238
N 4.88130 -0.03020 -9.34587 -0.025 -0.138 -0.548 0.129
H 4.19213 0.45480 -4.21562 -0.051 0.736 -0.425 0.038
H 2.87856 1.60696 -4.30188 -0.552 0.057 -0.022 0.049
H 4.46200 2.21650 -4.54803 0.318 -0.093 -0.087 0.083
H 3.29823 1.94673 -6.73751 0.040 -0.019 -0.307 0.108
H 2.96615 0.25392 -6.35901 0.098 0.236 -0.176 0.102
H 5.27948 -0.34913 -6.31082 0.213 0.208 0.117 0.078
H 5.88319 1.28479 -6.68518 -0.626 -0.195 0.150 0.132
C -2.53101 0.03815 0.37589 -0.504 0.135 0.306 -0.104
C -1.29889 0.78501 0.83729 1.301 1.088 -0.436 -0.213
C -0.14172 0.68601 -0.22337 -1.476 -0.089 -0.431 -0.187
C 0.89210 1.68041 -0.16164 1.974 0.986 0.367 -0.232
N 1.81429 2.38564 -0.19135 -1.211 -0.522 0.190 0.201
H -3.00472 0.49664 -0.49985 0.237 0.075 0.089 0.067
H -3.29289 0.00344 1.16623 0.146 0.035 -0.145 0.058
H -2.29203 -0.98839 0.11972 0.145 -0.302 -0.070 0.053
H -0.91168 0.41055 1.80980 -0.326 0.229 -0.542 0.085
H -1.47279 1.88558 0.92694 -0.310 -0.926 0.243 0.086
H -0.55067 0.87038 -1.23994 -0.143 -0.405 0.512 0.081
H 0.32941 -0.28812 -0.22040 0.158 -0.245 -0.069 0.079
C 1.26530 0.63649 4.77726 -0.485 0.862 -0.613 -0.074
C 1.71947 0.91867 3.28456 -0.796 0.360 2.298 -0.227
C 2.93780 1.84604 3.23166 -0.708 0.707 -1.195 -0.206
C 2.65654 3.22070 3.69010 -0.333 0.116 -0.053 -0.213
N 2.41193 4.28823 4.05118 0.135 -0.465 -0.195 0.158
H 1.99565 0.09229 5.37393 0.177 0.010 -0.170 0.071
H 0.34963 0.03900 4.75642 0.071 -0.090 0.044 0.036
H 0.99366 1.57547 5.33701 0.431 -0.725 -0.660 0.072
H 0.83847 1.36106 2.77205 0.762 -0.089 0.060 0.091
H 1.97536 -0.01590 2.80994 0.002 -0.274 -0.221 0.072
H 3.21223 1.88927 2.16527 0.279 0.269 0.376 0.074
H 3.79738 1.52637 3.78977 0.333 -0.615 0.251 0.103
C -6.16230 1.68657 -1.70702 -0.245 -0.099 -0.506 -0.118
C -5.86011 3.09332 -2.17320 0.357 -0.230 -1.178 -0.254
C -4.50329 3.65271 -1.71688 -0.379 -0.160 0.288 -0.171
C -4.28455 3.37859 -0.28172 0.392 0.923 0.288 -0.189
N -4.03478 3.24555 0.83769 -0.635 -0.452 -0.698 0.192
H -7.14925 1.46183 -2.09113 -0.286 -0.403 0.013 0.073
H -6.18858 1.55184 -0.63694 0.122 0.031 0.394 0.045
H -5.47078 0.96157 -2.14479 0.060 0.044 0.128 0.067
H -6.69389 3.76920 -1.91456 0.507 -0.146 0.014 0.117
H -5.80221 3.04010 -3.28948 -0.234 0.322 0.756 0.122
H -4.51465 4.72022 -1.96114 0.388 -0.038 0.606 0.115
H -3.62622 3.22405 -2.21635 -0.356 -0.142 -0.156 0.085
C 2.34602 -4.98392 -3.67102 0.176 0.873 -0.756 -0.083
C 1.91998 -3.62111 -4.35773 1.403 -0.445 0.810 -0.215
C 2.84070 -3.16860 -5.55484 -0.228 -1.627 0.335 -0.165
C 4.01771 -2.49634 -5.04264 -0.120 1.045 0.359 -0.205
N 4.84620 -1.87729 -4.53856 0.090 -0.406 -0.180 0.193
H 1.57794 -5.32107 -2.99890 -0.368 0.182 0.664 0.030
H 3.31362 -4.97904 -3.13509 -0.514 0.373 -0.253 0.068
H 2.38784 -5.78694 -4.39548 0.177 -0.096 -0.519 0.060
H 1.99011 -2.80523 -3.60700 -0.208 -0.454 -0.309 0.074
H 0.88828 -3.67079 -4.68422 -0.140 -0.123 -0.173 0.079
H 2.23365 -2.57766 -6.22733 0.276 0.582 -0.153 0.107
H 3.24871 -4.00133 -6.16256 -0.595 0.063 0.321 0.126
C 0.50514 5.87915 1.62658 -0.611 -0.117 1.639 -0.099
C -0.76864 5.57131 2.51617 0.710 0.320 -1.940 -0.202
C -1.82858 4.85951 1.63367 0.131 0.019 1.379 -0.219
C -2.14738 5.58034 0.42848 0.268 0.051 -0.371 -0.233
N -2.40787 6.16339 -0.52354 -0.132 0.193 -0.271 0.184
H 0.25734 6.61145 0.87396 -0.027 0.103 -0.412 0.052
H 0.90106 4.95867 1.19678 -0.121 -0.009 -0.197 0.052
H 1.29725 6.28947 2.26241 -0.141 -0.036 -0.106 0.060
H -1.19724 6.48383 2.91734 0.078 0.198 0.098 0.108
H -0.46841 4.93641 3.32929 0.016 -0.299 0.366 0.069
H -2.79792 4.73659 2.13061 0.354 -0.074 0.176 0.072
H -1.47044 3.85602 1.41148 -0.080 0.022 -0.312 0.089
C 4.90787 4.28409 -0.70708 -1.028 -0.380 0.026 -0.110
C 4.80642 4.41658 0.80140 -1.134 0.519 0.025 -0.267
C 5.94419 5.22744 1.44865 -1.100 -0.261 -0.148 -0.171
C 7.24724 4.69839 1.15288 0.614 -0.214 0.055 -0.238
N 8.30864 4.33185 0.92196 0.239 -0.233 -0.097 0.163
H 3.90483 4.00024 -1.10733 0.771 0.016 0.279 0.052
H 5.62451 3.52602 -0.98718 0.374 -0.054 -0.305 0.059
H 5.14352 5.24661 -1.14316 0.324 0.187 -0.255 0.076
H 4.66723 3.45878 1.29528 0.231 -0.111 -0.085 0.052
H 3.85041 4.95618 0.95235 0.540 -0.039 0.424 0.107
H 5.79985 5.25399 2.53663 0.094 0.307 -0.285 0.127
H 5.92042 6.21465 0.99135 -0.029 0.330 0.390 0.122
C -6.47422 -2.89649 -2.72126 -0.456 1.852 -0.730 -0.095
C -5.05140 -2.46475 -3.14475 -0.447 -0.737 0.549 -0.234
C -4.11731 -2.03101 -1.99889 -0.826 -0.224 0.278 -0.185
C -4.00371 -3.03073 -0.92097 0.192 -0.439 0.179 -0.207
N -3.86546 -3.82012 -0.08710 -0.100 0.457 -0.708 0.190
H -6.54754 -3.87137 -2.29723 0.245 -0.681 0.587 0.049
H -7.10297 -2.91190 -3.61911 0.157 -0.164 -0.026 0.073
H -6.98801 -2.14896 -2.08481 0.485 -0.411 0.048 0.072
H -5.09629 -1.66491 -3.87887 -0.044 0.159 0.061 0.096
H -4.63644 -3.32706 -3.64750 0.462 -0.110 -0.255 0.077
H -4.53444 -1.12967 -1.54384 0.170 0.034 0.106 0.078
H -3.11199 -1.84462 -2.35033 0.203 0.151 -0.165 0.068
C -2.11140 -0.76992 -5.14177 0.544 0.213 -0.788 -0.106
C -1.28418 -0.28681 -3.96592 -0.457 0.233 0.422 -0.280
C 0.13459 0.25707 -4.21725 -0.646 -0.463 -1.255 -0.175
C 0.13285 1.29963 -5.28136 0.523 -0.578 0.236 -0.232
N 0.20737 2.07150 -6.13170 -0.189 -0.071 0.271 0.152
H -3.13134 -1.00785 -4.82808 0.225 -0.141 0.028 0.051
H -1.60784 -1.67170 -5.49338 -0.413 -0.127 -0.351 0.062
H -2.19046 -0.05574 -5.97744 0.148 -0.112 0.312 0.078
H -1.23988 -1.17616 -3.33909 0.415 0.199 0.480 0.065
H -1.84417 0.48453 -3.44481 -0.011 0.165 0.281 0.077
H 0.82511 -0.56394 -4.46004 -0.148 0.270 -0.416 0.106
H 0.56452 0.67477 -3.33813 0.130 0.513 0.863 0.058
C -6.84726 2.79477 4.73522 -0.561 -0.392 -0.214 -0.108
C -7.52579 1.69607 3.88554 0.607 0.700 0.246 -0.234
C -6.57406 1.23497 2.74371 -1.069 0.404 -0.466 -0.193
C -5.39226 0.60053 3.30049 0.415 -0.602 0.298 -0.229
N -4.54928 0.00554 3.81738 -0.242 0.483 -0.284 0.196
H -6.01488 2.43815 5.32167 0.316 -0.383 0.164 0.050
H -7.59388 3.16382 5.43802 0.154 0.382 -0.032 0.074
H -6.45247 3.58603 4.09314 -0.271 0.123 0.097 0.077
H -8.41972 2.16238 3.46276 0.077 -0.273 -0.261 0.105
H -7.87431 0.87930 4.54283 0.353 0.120 -0.473 0.115
H -6.29839 2.10360 2.08676 -0.055 -0.746 0.683 0.112
H -7.07882 0.49438 2.09344 0.382 0.347 0.282 0.087
C 0.37220 -3.40797 -0.47327 -0.731 0.236 -0.403 -0.096
C 0.88932 -4.47202 0.51383 -0.423 0.316 0.149 -0.239
C 2.21339 -4.11518 1.21061 -1.168 0.159 0.445 -0.222
C 3.31073 -4.23534 0.29141 0.390 -0.094 0.144 -0.238
N 4.19197 -4.34176 -0.43270 0.256 -0.094 -0.391 0.179
H 0.24472 -2.42734 0.02757 0.426 -0.454 -0.029 0.057
H -0.67333 -3.69426 -0.67816 0.277 0.066 -0.313 0.044
H 0.87072 -3.20427 -1.45063 0.010 -0.467 0.868 0.062
H 0.97079 -5.49641 0.08997 -0.205 0.667 0.064 0.115
H 0.09101 -4.45932 1.28150 0.596 -0.451 -0.134 0.086
H 2.32550 -4.69321 2.13115 0.337 -0.414 -0.339 0.116
H 2.12878 -3.11535 1.62983 0.200 0.298 -0.426 0.068
C 5.92767 -1.13677 -1.14514 0.565 -0.130 -0.435 -0.103
C 5.79231 0.21978 -1.84484 -0.808 -1.049 0.895 -0.226
C 4.43551 0.87707 -1.53105 0.564 1.114 0.012 -0.205
C 3.28936 0.02172 -1.71553 -0.148 -0.007 -0.453 -0.232
N 2.38786 -0.67832 -1.82730 -0.314 -0.281 -0.067 0.203
H 5.19027 -1.88149 -1.41885 -0.501 0.094 0.079 0.042
H 5.96310 -0.97431 -0.07037 -0.311 -0.130 0.157 0.044
H 6.86541 -1.62346 -1.40953 0.265 0.158 -0.064 0.076
H 6.03177 0.18107 -2.90063 -0.253 -0.059 -0.173 0.090
H 6.50117 0.82643 -1.34607 0.948 1.010 0.167 0.075
H 4.37258 1.83202 -2.08644 -0.475 -0.638 -0.036 0.097
H 4.35355 1.21701 -0.48959 0.397 -0.267 0.027 0.086
C -2.81069 -4.15800 3.33003 0.757 -0.403 1.312 -0.107
C -2.75927 -2.72040 2.93146 -0.100 1.171 -1.175 -0.297
C -1.75453 -1.88395 3.74974 -0.580 -1.400 0.480 -0.169
C -0.44935 -2.51330 3.54095 -0.469 1.086 0.852 -0.206
N 0.59303 -2.94209 3.36079 0.674 -0.426 -0.083 0.206
H -3.38703 -4.80890 2.71606 -0.752 -0.098 -0.807 0.044
H -3.23637 -4.23430 4.34800 0.479 -0.208 -0.230 0.093
H -1.79769 -4.59927 3.27789 -0.339 0.146 0.429 0.077
H -3.69125 -2.19828 3.09690 -0.512 -0.111 -0.204 0.061
H -2.51775 -2.64025 1.86457 -0.081 0.056 0.129 0.080
H -2.14853 -2.00278 4.79275 0.998 0.430 -0.560 0.142
H -1.69835 -0.83244 3.46428 -0.230 -0.136 0.031 0.081
C -3.25772 4.45644 5.04349 -1.114 0.801 0.118 -0.106
C -2.66752 3.19947 4.47894 0.085 -0.641 0.184 -0.259
C -2.51276 2.11176 5.54710 0.412 -0.356 -0.388 -0.203
C -1.59770 2.42692 6.63150 -0.142 0.127 -0.154 -0.236
N -0.86170 2.66888 7.47402 0.287 0.115 0.345 0.154
H -3.57586 5.14476 4.25283 -0.111 -0.171 -0.015 0.068
H -2.56928 5.04822 5.63517 0.337 -0.190 0.300 0.079
H -4.14514 4.24926 5.67752 0.414 0.092 -0.353 0.081
H -1.68269 3.43516 4.05995 -0.205 -0.322 -0.112 0.090
H -3.31051 2.74184 3.70707 0.305 0.410 0.076 0.092
H -2.15518 1.20008 5.08667 0.337 -0.270 -0.259 0.086
H -3.45011 1.78577 5.96214 -0.655 0.247 0.265 0.100
```
Forces are in eV/Å.

The HOMO-LUMO gap comes out at 11.207 eV. The total charge is 0.